DFT (wB97M-V/def2-TZVPD) results for C52H48N3O3P2Pt as an isolated structure.

Output
* multiplicity: 5
* HOMO energy (spin up / spin down): -9.787 / -10.206 eV
* net charge: +1
* <S²>: 6.0283
* ΔE to the lowest compared entry with this formula, charge and spin: 1.056 eV
* LUMO (spin up / spin down): -0.0802 / -0.1975 Eh
* Kohn-Sham gap (spin up / spin down): 7.60 / 4.83 eV

The geometry in XYZ format:
```
109
C52H48N3O3P2Pt wB97M-V/def2-TZVPD
Pt -0.35 0.38 0.42
C -1.02 -2.95 1.24
P -1.84 -1.34 1.61
C -3.57 -1.79 1.88
C -4.01 -2.00 3.19
C -5.31 -2.40 3.43
C -6.18 -2.60 2.36
C -5.74 -2.40 1.06
C -4.44 -2.00 0.82
C -1.22 -0.73 3.20
C -1.80 0.46 3.66
C -1.34 1.05 4.83
C -0.30 0.46 5.54
C 0.27 -0.72 5.08
C -0.18 -1.31 3.92
C 0.05 -2.80 0.23
C 0.86 -3.80 -0.43
C 1.77 -3.12 -1.17
C 1.52 -1.73 -0.95
C 2.27 -0.52 -1.36
P 1.11 0.87 -1.67
C 2.10 2.37 -1.54
C 2.29 3.23 -2.63
C 3.07 4.36 -2.47
C 3.66 4.65 -1.24
C 3.47 3.79 -0.17
C 2.68 2.66 -0.31
C 0.59 0.73 -3.39
C 1.16 -0.18 -4.28
C 0.77 -0.21 -5.61
C -0.20 0.67 -6.06
C -0.78 1.58 -5.19
C -0.38 1.61 -3.86
N 0.45 -1.58 -0.13
H -1.78 -3.67 0.92
H -0.59 -3.36 2.16
H -3.34 -1.84 4.03
H -5.65 -2.56 4.44
H -7.20 -2.91 2.55
H -6.41 -2.56 0.23
H -4.11 -1.84 -0.20
H -2.60 0.93 3.11
H -1.78 1.97 5.17
H 0.07 0.92 6.44
H 1.09 -1.18 5.63
H 0.31 -2.21 3.56
H 0.76 -4.87 -0.31
H 2.57 -3.53 -1.78
H 2.97 -0.70 -2.18
H 2.85 -0.19 -0.49
H 1.85 3.01 -3.59
H 3.22 5.03 -3.31
H 4.27 5.53 -1.13
H 3.91 4.01 0.80
H 2.52 2.03 0.56
H 1.92 -0.89 -3.95
H 1.22 -0.92 -6.28
H -0.51 0.65 -7.10
H -1.54 2.27 -5.54
H -0.82 2.34 -3.19
C -4.45 1.87 1.23
C -4.90 2.20 -0.20
C -4.66 1.08 -1.21
C -5.78 0.53 -1.82
C -5.69 -0.57 -2.65
C -4.45 -1.16 -2.86
C -3.30 -0.64 -2.27
C -2.00 -1.40 -2.41
C -1.77 -2.08 -3.75
C -3.40 0.51 -1.49
N -2.25 1.10 -0.89
C -2.13 2.38 -1.00
C -1.22 3.10 -0.19
C -1.00 4.46 -0.02
C -0.11 4.58 1.06
C 0.18 3.30 1.51
N -0.49 2.39 0.76
H -4.83 2.62 1.92
H -3.36 1.86 1.31
H -4.83 0.90 1.54
H -4.45 3.14 -0.52
H -5.97 2.39 -0.19
H -6.75 0.97 -1.62
H -6.57 -0.98 -3.12
H -4.38 -2.04 -3.48
H -1.96 -2.15 -1.62
H -1.18 -0.72 -2.22
H -1.85 -1.37 -4.58
H -2.49 -2.89 -3.94
H -0.78 -2.53 -3.78
H -2.78 2.94 -1.68
H -1.44 5.25 -0.60
H 0.28 5.50 1.48
H 0.85 2.98 2.29
O 2.37 -2.33 2.16
C 3.04 -1.82 3.22
C 3.69 -2.71 4.08
C 4.37 -2.22 5.19
C 4.42 -0.86 5.45
C 3.78 0.02 4.59
C 3.08 -0.45 3.48
C 2.34 0.55 2.63
O 2.42 1.75 2.86
O 1.63 0.02 1.66
H 1.97 -1.52 1.74
H 3.65 -3.77 3.87
H 4.87 -2.92 5.85
H 4.96 -0.48 6.31
H 3.79 1.08 4.76
```

Löwdin population analysis, charges in e, atoms 1 to 2: 1.119 -0.198

---

DFT (wB97M-V/def2-TZVPD) results for C52H49CaIN5P as an isolated structure.

Output
* HOMO energy: -6.771 eV
* ΔE to the lowest compared entry with this formula, charge and spin: 0.000 eV
* LUMO: -0.0001 Eh
* Kohn-Sham gap: 6.77 eV

The geometry in XYZ format:
```
109
C52H49CaIN5P wB97M-V/def2-TZVPD
Ca 0.77 0.34 1.01
C 0.01 1.51 3.33
C 1.13 2.24 2.89
C 2.26 1.39 2.94
C 1.84 0.13 3.42
C 0.44 0.20 3.67
C -0.40 -0.84 4.35
C 2.72 -1.06 3.66
C 3.68 1.77 2.62
C 1.16 3.69 2.50
C -1.39 2.05 3.53
H -1.43 -0.84 3.99
H -0.45 -0.67 5.43
H 0.00 -1.85 4.21
H 3.53 -1.12 2.93
H 2.16 -2.00 3.61
H 3.19 -1.03 4.65
H 4.22 0.95 2.14
H 4.23 2.04 3.53
H 3.72 2.63 1.95
H 1.90 3.89 1.72
H 1.42 4.33 3.36
H 0.19 4.03 2.12
H -2.14 1.47 2.98
H -1.46 3.08 3.19
H -1.68 2.03 4.58
C 6.17 4.05 -0.58
C 5.13 2.97 -0.73
C 5.48 1.62 -0.78
C 4.51 0.65 -0.84
C 3.12 0.93 -0.88
N 2.18 -0.08 -0.80
C 2.33 -1.21 -1.57
C 2.97 -1.18 -2.83
C 3.09 -2.28 -3.64
C 2.55 -3.52 -3.28
C 2.61 -4.71 -4.20
C 1.90 -3.57 -2.06
C 1.80 -2.47 -1.21
N 1.12 -2.70 0.03
C 1.20 -3.83 0.77
C 0.18 -3.81 1.69
C -0.50 -2.62 1.43
N 0.07 -1.95 0.43
C 2.79 2.30 -0.90
C 3.79 3.28 -0.79
N 1.46 2.79 -1.07
C 1.13 3.83 -1.88
C -0.20 4.12 -1.65
C -0.59 3.20 -0.66
N 0.41 2.41 -0.33
H 7.13 3.74 -0.97
H 6.31 4.30 0.48
H 5.87 4.97 -1.10
H 6.52 1.33 -0.73
H 4.79 -0.40 -0.83
H 3.39 -0.23 -3.15
H 3.60 -2.18 -4.60
H 3.52 -4.69 -4.80
H 1.76 -4.73 -4.88
H 2.60 -5.65 -3.63
H 1.44 -4.50 -1.76
H 1.98 -4.55 0.59
H -0.03 -4.55 2.44
H -1.36 -2.19 1.92
H 3.48 4.32 -0.75
H 1.85 4.26 -2.55
H -0.79 4.88 -2.12
H -1.56 3.08 -0.20
I -4.12 -0.44 2.16
C -4.58 -2.26 1.21
C -4.63 -3.34 2.04
C -5.19 -4.56 1.60
C -5.79 -4.62 0.38
C -5.76 -3.51 -0.50
C -6.44 -3.57 -1.73
C -6.42 -2.51 -2.59
C -5.60 -1.41 -2.31
C -4.87 -1.31 -1.14
P -3.44 -0.13 -1.11
C -2.67 -0.50 -2.75
C -3.11 -0.03 -3.98
C -2.44 -0.38 -5.15
C -1.32 -1.21 -5.10
C -0.87 -1.68 -3.87
C -1.54 -1.33 -2.71
C -4.29 1.46 -1.46
C -3.64 2.49 -2.14
C -4.25 3.73 -2.28
C -5.49 3.97 -1.72
C -6.14 2.96 -1.02
C -5.54 1.71 -0.89
C -5.04 -2.32 -0.14
H -4.28 -3.26 3.06
H -5.21 -5.41 2.27
H -6.31 -5.51 0.06
H -7.00 -4.46 -1.97
H -6.97 -2.54 -3.52
H -5.49 -0.63 -3.05
H -3.97 0.62 -4.04
H -2.79 0.00 -6.10
H -0.80 -1.46 -6.01
H 0.01 -2.30 -3.82
H -1.17 -1.67 -1.75
H -2.66 2.32 -2.57
H -3.74 4.51 -2.83
H -5.96 4.94 -1.83
H -7.11 3.14 -0.58
H -6.06 0.93 -0.36
```

Löwdin population analysis, charges in e, atoms 1 to 2: 1.396 -0.307

---

DFT (wB97M-V/def2-TZVPD) results for C52H49ClN7O3PtS as an isolated structure.

Output
* multiplicity: 5
* HOMO energy (spin up / spin down): -13.377 / -14.837 eV
* net charge: +3
* <S²>: 6.0572
* ΔE to the lowest compared entry with this formula, charge and spin: 0.000 eV
* LUMO (spin up / spin down): -0.2720 / -0.4132 Eh
* Kohn-Sham gap (spin up / spin down): 5.98 / 3.59 eV

The geometry in XYZ format:
```
114
C52H49ClN7O3PtS wB97M-V/def2-TZVPD
Pt 1.38 -0.06 -1.30
C 2.49 1.89 2.96
O 2.58 0.45 2.93
C 2.32 0.09 1.68
N 2.09 1.00 0.82
C 2.25 2.29 1.48
C 3.42 3.09 0.97
C 3.29 4.46 0.77
C 4.41 5.23 0.49
C 5.66 4.64 0.40
C 5.80 3.26 0.57
C 4.68 2.50 0.86
C 2.32 -1.34 1.34
C 2.87 -2.32 2.13
C 2.83 -3.64 1.69
C 2.23 -3.93 0.47
C 1.69 -2.89 -0.27
N 1.73 -1.61 0.15
C 1.04 -3.03 -1.57
N 0.68 -2.00 -2.25
C 0.24 -2.45 -3.56
C 0.19 -3.99 -3.38
O 0.83 -4.22 -2.11
C 1.22 -2.03 -4.65
C 2.57 -1.89 -4.36
C 3.47 -1.57 -5.36
C 3.03 -1.41 -6.67
C 1.68 -1.55 -6.96
C 0.77 -1.85 -5.95
H 1.66 2.16 3.62
H 3.41 2.28 3.36
H 1.34 2.87 1.37
H 2.32 4.93 0.86
H 4.31 6.30 0.38
H 6.54 5.25 0.22
H 6.77 2.80 0.49
H 4.80 1.43 1.04
H 3.32 -2.05 3.08
H 3.27 -4.43 2.28
H 2.17 -4.94 0.09
H -0.75 -2.05 -3.79
H -0.82 -4.37 -3.31
H 0.74 -4.53 -4.14
H 2.94 -2.05 -3.36
H 4.52 -1.48 -5.13
H 3.74 -1.19 -7.45
H 1.33 -1.44 -7.98
H -0.28 -1.95 -6.19
S 1.09 2.83 -4.88
C -0.56 2.43 -4.52
C -1.70 2.81 -5.21
C -2.92 2.37 -4.74
C -3.00 1.55 -3.60
C -1.87 1.17 -2.92
C -0.62 1.61 -3.37
N 0.60 1.32 -2.84
C 1.59 1.87 -3.53
C 2.94 1.58 -3.15
C 4.05 2.11 -3.83
C 5.32 1.80 -3.41
C 5.52 0.93 -2.33
C 4.44 0.41 -1.65
C 3.14 0.70 -2.05
H -1.64 3.43 -6.10
H -3.83 2.67 -5.25
H -3.97 1.23 -3.26
H -1.93 0.52 -2.05
H 3.89 2.77 -4.68
H 6.17 2.25 -3.91
H 6.53 0.67 -2.03
H 4.61 -0.27 -0.82
C -6.41 0.38 1.72
C -4.97 -0.09 1.50
C -4.45 0.61 0.23
C -4.98 -1.60 1.25
C -4.09 0.31 2.76
O -3.86 1.69 2.81
C -4.79 -0.15 4.07
C -3.96 0.05 5.34
C -3.11 -1.10 5.75
C -3.67 -2.40 5.86
C -2.93 -3.46 6.28
C -1.57 -3.28 6.63
Cl -0.66 -4.59 7.19
C -1.00 -1.99 6.54
C -1.76 -0.94 6.11
C -2.67 -0.31 2.74
N -1.86 0.12 1.62
C -1.18 -0.62 0.74
N -0.57 0.17 -0.11
C -0.92 1.42 0.29
N -1.68 1.41 1.34
H -6.99 0.22 0.81
H -6.46 1.46 1.94
H -6.92 -0.17 2.52
H -5.25 0.68 -0.49
H -3.63 0.05 -0.24
H -4.10 1.62 0.45
H -5.61 -1.80 0.39
H -5.39 -2.16 2.09
H -3.98 -1.99 1.02
H -4.70 2.17 2.85
H -5.11 -1.19 3.97
H -5.69 0.45 4.18
H -4.67 0.19 6.17
H -3.37 0.97 5.27
H -4.72 -2.54 5.63
H -3.37 -4.44 6.38
H 0.04 -1.86 6.83
H -1.32 0.05 6.07
H -2.71 -1.39 2.73
H -2.15 0.03 3.63
H -1.14 -1.71 0.75
H -0.61 2.33 -0.22
```

Löwdin population analysis, charges in e, atoms 1 to 2: 1.322 -0.032

---

DFT (wB97M-V/def2-TZVPD) results for C52H49MoN7O3S7 as an isolated structure.

Output
* multiplicity: 3
* HOMO energy (spin up / spin down): -12.102 / -12.110 eV
* net charge: +2
* <S²>: 2.0371
* ΔE to the lowest compared entry with this formula, charge and spin: 1.501 eV
* LUMO (spin up / spin down): -0.1973 / -0.2154 Eh
* Kohn-Sham gap (spin up / spin down): 6.73 / 6.25 eV

The geometry in XYZ format:
```
119
C52H49MoN7O3S7 wB97M-V/def2-TZVPD
Mo -0.25 1.11 0.80
S 1.94 -0.49 -2.98
C 1.13 0.04 -1.68
S 1.27 -0.57 -0.06
S -0.06 1.30 -1.68
N 0.74 0.47 2.71
N 0.58 1.28 3.85
C -0.35 2.23 3.90
N -0.54 2.86 5.06
S -1.28 2.65 2.55
H 0.27 -0.45 2.85
H 1.76 0.24 2.65
H 1.04 0.96 4.70
H -0.02 2.64 5.89
H -1.23 3.59 5.11
C -6.96 -3.22 3.60
C -5.68 -2.66 3.05
C -5.64 -2.13 1.76
C -4.47 -1.63 1.22
C -3.32 -1.67 2.00
C -3.32 -2.18 3.29
C -4.52 -2.67 3.80
S -1.73 -1.16 1.35
O -0.73 -1.79 2.28
C -1.62 -2.00 -0.23
C -0.85 -3.18 -0.15
C -0.43 -3.79 -1.29
C -0.65 -3.18 -2.54
C -0.08 -3.71 -3.72
C -0.24 -3.08 -4.92
C -0.98 -1.88 -4.99
C -1.58 -1.37 -3.87
C -1.44 -2.00 -2.61
C -2.03 -1.46 -1.42
C -3.15 -0.49 -1.71
C -4.22 -1.08 -2.47
C -4.40 -2.49 -2.54
C -5.41 -3.04 -3.27
C -6.29 -2.22 -4.01
C -6.16 -0.86 -3.95
C -5.14 -0.27 -3.17
C -5.03 1.14 -3.08
C -4.13 1.69 -2.22
C -3.23 0.87 -1.50
S -2.56 1.60 -0.01
O -3.52 1.18 1.02
C -2.73 3.35 -0.21
C -3.89 3.92 0.29
C -4.06 5.29 0.18
C -3.10 6.09 -0.42
C -3.29 7.57 -0.56
C -1.94 5.49 -0.91
C -1.74 4.13 -0.81
H -7.83 -2.70 3.20
H -6.99 -3.16 4.68
H -7.06 -4.28 3.33
H -6.54 -2.11 1.16
H -4.46 -1.22 0.23
H -2.41 -2.22 3.87
H -4.53 -3.08 4.80
H -0.59 -3.57 0.82
H 0.13 -4.72 -1.24
H 0.50 -4.62 -3.65
H 0.21 -3.49 -5.82
H -1.07 -1.36 -5.93
H -2.12 -0.44 -3.95
H -3.73 -3.14 -1.98
H -5.54 -4.11 -3.28
H -7.07 -2.67 -4.60
H -6.84 -0.22 -4.50
H -5.69 1.77 -3.66
H -4.10 2.77 -2.09
H -4.63 3.30 0.77
H -4.96 5.74 0.57
H -4.22 7.90 -0.09
H -3.32 7.86 -1.61
H -2.47 8.12 -0.09
H -1.17 6.10 -1.38
H -0.83 3.68 -1.19
O 3.29 -0.36 2.42
S 4.49 -0.47 3.34
C 5.76 0.59 2.60
C 6.30 0.20 1.25
C 7.68 0.11 1.08
C 8.21 -0.23 -0.15
C 7.38 -0.50 -1.22
C 6.00 -0.43 -1.06
C 5.46 -0.06 0.17
C 5.21 -2.14 3.10
C 5.15 -2.71 1.71
C 6.33 -3.02 1.05
C 6.29 -3.54 -0.24
C 5.07 -3.73 -0.87
C 3.89 -3.43 -0.21
C 3.93 -2.94 1.08
H 6.56 0.65 3.34
H 5.26 1.56 2.59
H 8.34 0.30 1.92
H 9.29 -0.30 -0.27
H 7.79 -0.79 -2.18
H 5.34 -0.67 -1.88
H 4.38 -0.05 0.31
H 4.65 -2.75 3.81
H 6.23 -2.06 3.47
H 7.28 -2.86 1.53
H 7.22 -3.79 -0.74
H 5.04 -4.12 -1.88
H 2.94 -3.59 -0.70
H 3.00 -2.71 1.60
N 4.71 5.23 -0.75
C 4.03 4.12 -0.47
N 4.59 2.93 -0.70
N 2.83 4.27 0.07
C 2.02 3.34 0.38
N 1.20 2.57 0.70
H 5.61 5.22 -1.18
H 4.28 6.12 -0.54
H 5.48 2.85 -1.16
H 4.06 2.08 -0.60
```

Löwdin population analysis, charges in e, atoms 1 to 2: 0.845 0.645